The following is a quantum chemistry calculation of a 12-piece molecular cluster, C48H132N12O12 overall, from OMol25.

Net charge ... -1
E_tot ... -94356.5826 eV
Largest force on an atom ... 0.068 Eh/bohr
Multiplicity ... 2
Energy above the lowest of the compared OMol25 structures with the same formula, charge and spin ... 4.3 kcal/mol
E_LUMO (spin up / spin down) ... 1.96 / 1.95 eV

CARTESIAN COORDINATES (ANGSTROEM)
C (-1.04, 8.14, -3.15)
C (0.51, 7.99, -2.97)
C (1.09, 6.59, -2.70)
O (0.65, 6.04, -1.44)
C (1.43, 4.82, -1.16)
N (1.14, 8.49, -4.22)
H (-1.67, 8.14, -2.26)
H (-1.49, 7.34, -3.75)
H (-1.20, 9.12, -3.59)
H (0.88, 8.64, -2.17)
H (2.18, 6.69, -2.72)
H (0.72, 6.01, -3.55)
H (1.36, 4.15, -2.02)
H (1.05, 4.37, -0.24)
H (2.49, 5.00, -0.98)
H (2.11, 8.56, -3.96)
H (0.85, 9.44, -4.42)
C (-2.77, -2.13, -2.32)
C (-1.27, -1.79, -2.23)
C (-0.80, -0.53, -2.92)
O (-1.07, -0.51, -4.27)
C (-0.83, 0.75, -4.95)
N (-0.91, -1.74, -0.81)
H (-3.45, -1.33, -2.02)
H (-2.98, -2.97, -1.66)
H (-3.04, -2.37, -3.35)
H (-0.68, -2.55, -2.74)
H (0.28, -0.43, -2.83)
H (-1.40, 0.28, -2.50)
H (-1.46, 1.57, -4.61)
H (-0.91, 0.70, -6.04)
H (0.17, 1.13, -4.73)
H (-1.12, -0.82, -0.44)
H (0.10, -1.83, -0.80)
C (-9.55, 7.88, 2.44)
C (-9.73, 6.81, 1.38)
C (-8.68, 5.67, 1.52)
O (-7.35, 6.03, 1.09)
C (-6.35, 4.97, 1.20)
N (-11.05, 6.22, 1.50)
H (-10.05, 7.59, 3.37)
H (-10.04, 8.79, 2.12)
H (-8.51, 8.15, 2.60)
H (-9.70, 7.22, 0.37)
H (-8.99, 4.89, 0.82)
H (-8.73, 5.18, 2.49)
H (-6.31, 4.58, 2.22)
H (-5.37, 5.35, 0.92)
H (-6.59, 4.09, 0.59)
H (-11.65, 7.03, 1.58)
H (-11.21, 5.66, 2.33)
C (-2.14, 1.21, -8.30)
C (-2.95, 0.06, -8.88)
C (-4.25, 0.38, -9.70)
O (-5.19, 0.90, -8.74)
C (-6.53, 0.94, -9.17)
N (-1.99, -0.72, -9.60)
H (-2.31, 2.07, -8.96)
H (-1.07, 1.03, -8.24)
H (-2.62, 1.50, -7.37)
H (-3.32, -0.54, -8.05)
H (-4.63, -0.48, -10.24)
H (-4.12, 1.11, -10.50)
H (-7.12, 0.03, -9.28)
H (-6.59, 1.55, -10.07)
H (-7.16, 1.51, -8.49)
H (-1.58, -1.27, -8.86)
H (-2.42, -1.45, -10.13)
C (-6.35, 6.09, -12.17)
C (-7.09, 5.04, -11.29)
C (-6.13, 4.25, -10.36)
O (-5.33, 5.12, -9.51)
C (-4.47, 4.43, -8.55)
N (-8.00, 5.79, -10.50)
H (-6.08, 7.04, -11.72)
H (-6.88, 6.30, -13.10)
H (-5.44, 5.64, -12.56)
H (-7.65, 4.29, -11.85)
H (-5.61, 3.70, -11.15)
H (-6.62, 3.60, -9.63)
H (-3.71, 3.81, -9.03)
H (-4.97, 3.63, -8.00)
H (-4.09, 5.13, -7.81)
H (-8.22, 6.64, -10.99)
H (-7.33, 6.08, -9.81)
C (-7.13, 2.56, -2.07)
C (-6.54, 1.31, -2.64)
C (-5.75, 1.35, -3.97)
O (-5.25, 0.06, -4.26)
C (-4.42, 0.04, -5.40)
N (-5.63, 0.84, -1.62)
H (-7.64, 2.29, -1.15)
H (-7.91, 2.92, -2.73)
H (-6.41, 3.37, -1.91)
H (-7.30, 0.55, -2.83)
H (-5.00, 2.13, -3.96)
H (-6.40, 1.74, -4.75)
H (-4.15, -0.94, -5.79)
H (-3.50, 0.62, -5.29)
H (-4.94, 0.45, -6.26)
H (-5.15, 0.14, -2.16)
H (-4.89, 1.51, -1.46)
C (0.24, 7.90, 5.70)
C (0.42, 9.18, 4.78)
C (0.79, 8.83, 3.34)
O (-0.02, 7.77, 2.70)
C (0.42, 7.45, 1.45)
N (-0.88, 9.84, 4.90)
H (0.13, 7.98, 6.79)
H (1.12, 7.26, 5.60)
H (-0.62, 7.30, 5.40)
H (1.17, 9.74, 5.34)
H (1.84, 8.55, 3.29)
H (0.90, 9.67, 2.66)
H (-0.31, 6.83, 0.93)
H (1.31, 6.82, 1.47)
H (0.62, 8.34, 0.84)
H (-1.60, 9.35, 4.38)
H (-0.86, 10.72, 4.40)
C (-7.97, 7.39, -2.34)
C (-6.48, 7.67, -1.98)
C (-5.67, 8.41, -3.16)
O (-5.53, 7.54, -4.29)
C (-4.55, 6.49, -4.15)
N (-6.42, 8.43, -0.75)
H (-8.49, 8.28, -2.68)
H (-8.55, 6.87, -1.57)
H (-8.05, 6.70, -3.17)
H (-6.00, 6.69, -1.93)
H (-4.65, 8.71, -2.92)
H (-6.25, 9.28, -3.47)
H (-3.63, 6.86, -3.69)
H (-4.27, 6.03, -5.10)
H (-4.96, 5.69, -3.54)
H (-5.49, 8.75, -0.50)
H (-6.79, 7.81, -0.05)
C (-4.74, 9.58, 2.74)
C (-3.70, 8.59, 2.14)
C (-2.95, 9.24, 0.94)
O (-3.90, 9.66, 0.00)
C (-3.41, 10.39, -1.14)
N (-2.70, 8.33, 3.19)
H (-5.23, 9.27, 3.66)
H (-5.60, 9.77, 2.10)
H (-4.26, 10.53, 2.99)
H (-4.12, 7.65, 1.77)
H (-2.32, 8.52, 0.43)
H (-2.37, 10.08, 1.32)
H (-4.27, 10.59, -1.77)
H (-2.56, 10.01, -1.71)
H (-2.92, 11.32, -0.83)
H (-1.76, 8.08, 2.89)
H (-2.90, 7.55, 3.80)
C (3.11, 6.88, -7.65)
C (1.66, 7.13, -7.83)
C (0.69, 6.02, -7.46)
O (0.95, 4.95, -8.37)
C (1.00, 3.69, -7.74)
N (1.21, 8.28, -7.06)
H (3.40, 6.73, -6.61)
H (3.63, 7.73, -8.10)
H (3.45, 5.99, -8.19)
H (1.51, 7.49, -8.85)
H (-0.34, 6.35, -7.66)
H (0.69, 5.72, -6.42)
H (0.12, 3.48, -7.15)
H (1.82, 3.77, -7.02)
H (1.25, 2.82, -8.34)
H (1.25, 8.13, -6.06)
H (0.26, 8.55, -7.29)
C (-5.04, -0.13, 2.45)
C (-3.95, 0.80, 1.85)
C (-2.82, 0.04, 1.07)
O (-1.76, 0.91, 0.55)
C (-1.03, 1.56, 1.54)
N (-4.66, 1.71, 1.06)
H (-5.51, -0.80, 1.73)
H (-5.83, 0.37, 3.01)
H (-4.66, -0.92, 3.09)
H (-3.39, 1.17, 2.72)
H (-3.19, -0.58, 0.26)
H (-2.40, -0.72, 1.74)
H (-0.56, 0.96, 2.32)
H (-1.56, 2.30, 2.15)
H (-0.19, 2.00, 1.00)
H (-4.08, 2.11, 0.34)
H (-5.26, 1.16, 0.46)
C (-2.87, 4.64, -0.31)
C (-3.20, 3.88, -1.61)
C (-2.27, 4.37, -2.74)
O (-2.83, 3.99, -3.95)
C (-2.12, 4.46, -5.08)
N (-3.15, 2.48, -1.33)
H (-2.92, 5.73, -0.40)
H (-1.83, 4.45, -0.04)
H (-3.44, 4.41, 0.58)
H (-4.26, 4.02, -1.82)
H (-1.24, 4.16, -2.46)
H (-2.19, 5.45, -2.65)
H (-2.11, 5.55, -5.05)
H (-2.45, 4.04, -6.02)
H (-1.06, 4.18, -5.03)
H (-3.00, 1.93, -2.16)
H (-2.30, 2.25, -0.84)

Results of the Mulliken charge analysis, in e, for atoms 1 through 8:
1 C 0.424
2 C -0.393
3 C -0.743
4 O 1.005
5 C -2.962
6 N -0.152
7 H -0.360
8 H -0.714